Formula: C52H78O26
Source: the Open Molecules 2025 dataset
Level of theory: wB97M-V/def2-TZVPD

Multiplicity: 1
Energy above the lowest of the compared OMol25 structures with the same formula, charge and spin in eV: 2.5560
Molecular weight in u: 1119.2
LUMO in eV: -0.12

Structure (XYZ):
```
156
Properties=species:S:1:pos:R:3:lowdin_charge:R:1
O 2.6544 -2.0694 -5.0447 0.0921
C 2.9988 -1.3054 -4.1707 -0.4707
O 4.2192 -0.7606 -4.0377 0.0354
C 4.3001 0.1591 -2.9662 -0.1399
C 2.8227 0.5707 -2.7270 -0.1103
C 2.1133 -0.7764 -3.0604 -0.0624
H 4.8638 1.0283 -3.3051 0.1313
H 4.7339 -0.2959 -2.0758 0.1066
H 2.5168 1.3839 -3.3852 0.1089
H 2.5624 0.9408 -1.7353 0.0873
H 1.1079 -0.5752 -3.4301 0.0935
H 2.1428 -1.5905 -2.3362 0.1113
O -1.0904 -4.7104 0.9879 0.0525
C -0.5610 -4.9209 -0.1220 -0.4206
O -0.7675 -5.8896 -0.9553 0.0808
C -0.0274 -5.8242 -2.1414 -0.1453
C 0.9021 -4.6377 -2.0172 -0.1338
C 0.4772 -3.9473 -0.7358 -0.0480
H -0.7365 -5.6055 -2.9398 0.1206
H 0.4822 -6.7402 -2.4403 0.1329
H 0.7569 -3.9995 -2.8888 0.0957
H 1.9433 -4.9588 -1.9868 0.1097
H -0.0840 -3.0566 -1.0181 0.0918
H 1.1631 -3.6113 0.0419 0.1141
O -6.8535 -2.2995 2.9622 0.0602
C -5.6959 -2.7287 2.8235 -0.4940
O -4.9594 -2.3409 1.8440 0.0635
C -3.6934 -2.9360 1.8363 -0.1486
C -3.5217 -3.4970 3.2436 -0.1549
C -4.9311 -3.5981 3.7958 -0.0532
H -2.8216 -2.2991 1.6867 0.1189
H -3.6068 -3.7886 1.1627 0.1231
H -2.9348 -2.8794 3.9235 0.1103
H -2.8759 -4.3693 3.1424 0.1060
H -5.0902 -3.1294 4.7669 0.1312
H -5.2853 -4.6285 3.8248 0.1304
O 3.6773 -4.6691 3.0491 0.0574
C 2.6199 -4.1014 3.3692 -0.4280
O 1.4443 -4.4800 2.8195 0.0134
C 0.3117 -3.6801 3.3235 -0.1176
C 0.9166 -2.6909 4.3537 -0.1472
C 2.3782 -2.8062 4.1412 -0.0853
H -0.4012 -4.3677 3.7786 0.1186
H -0.1332 -3.1974 2.4534 0.0784
H 0.6875 -3.1546 5.3132 0.1177
H 0.5447 -1.6714 4.4565 0.0929
H 2.8845 -2.9112 5.1008 0.1311
H 2.7599 -1.9982 3.5171 0.1258
O 6.9652 0.1798 -0.1061 0.0787
C 6.1183 0.8525 0.4840 -0.4005
O 5.2378 1.6762 -0.1906 0.0401
C 4.4421 2.3073 0.7041 -0.2286
C 4.8616 1.9719 2.1059 -0.1289
C 5.6856 0.7335 1.9141 -0.0700
H 3.4168 2.0068 0.4884 0.1149
H 4.4402 3.3823 0.5238 0.1051
H 4.0404 1.7101 2.7732 0.1195
H 5.4244 2.8406 2.4475 0.1236
H 5.1745 -0.2140 2.0851 0.1180
H 6.5359 0.7060 2.5956 0.1349
O 3.1010 4.3932 5.0495 0.0695
C 2.8911 4.5467 3.8229 -0.4123
O 3.9316 4.8612 3.0444 0.0188
C 3.5180 5.4303 1.8768 -0.2248
C 2.2043 4.8534 1.5695 -0.1335
C 1.6231 4.6801 2.9837 -0.0417
H 4.2801 5.2706 1.1141 0.1220
H 3.5773 6.5007 2.0735 0.1406
H 2.1816 3.9114 1.0216 0.1009
H 1.5566 5.4461 0.9235 0.1161
H 1.0622 3.7622 3.1597 0.0943
H 0.9767 5.5164 3.2501 0.1314
O -3.3234 2.2868 0.3035 0.0499
C -4.5353 1.9551 0.3216 -0.4376
O -4.8915 0.6744 0.3472 0.0314
C -6.3129 0.4522 0.4212 -0.1051
C -6.7882 1.8037 -0.1039 -0.1585
C -5.7630 2.7927 0.3400 -0.0887
H -6.6929 0.0695 1.3685 0.1247
H -6.5100 -0.3547 -0.2846 0.1315
H -7.8082 2.0939 0.1479 0.1259
H -6.7243 1.8306 -1.1917 0.1210
H -5.9806 3.1458 1.3480 0.1421
H -5.7517 3.5860 -0.4075 0.1238
O -0.8425 -0.3456 5.8426 0.0754
C -1.3484 0.5120 5.1058 -0.4247
O -2.4886 0.3235 4.3972 0.0144
C -2.6250 1.2346 3.2850 -0.1529
C -1.7197 2.3946 3.6404 -0.1392
C -0.8531 1.9442 4.8544 -0.0377
H -3.6717 1.5382 3.2668 0.1243
H -2.2932 0.8355 2.3265 0.0970
H -2.4159 3.2200 3.7888 0.1148
H -1.1139 2.5613 2.7497 0.0879
H -1.1359 2.5323 5.7274 0.1275
H 0.2159 1.9852 4.6458 0.1018
O 1.3172 1.0750 2.6902 0.0865
C 0.6557 0.7825 1.7018 -0.4665
O 0.4391 1.6783 0.7513 0.0369
C -0.2272 1.1536 -0.3959 -0.1439
C -0.6820 -0.2097 -0.0340 -0.1183
C 0.0222 -0.5293 1.3026 -0.0362
H 0.5022 1.0362 -1.1973 0.1124
H -1.0448 1.8080 -0.6981 0.0858
H -0.4234 -0.9547 -0.7865 0.0930
H -1.7674 -0.1513 0.0466 0.1079
H 0.6396 -1.4266 1.2615 0.1103
H -0.7041 -0.7180 2.0932 0.1063
O 3.3581 -1.5088 0.2739 0.0658
C 4.1901 -2.3495 -0.0736 -0.5150
O 4.0298 -2.9544 -1.2110 0.0336
C 5.0950 -3.9537 -1.4040 -0.0851
C 5.6852 -4.0846 -0.0048 -0.1476
C 5.4397 -2.7478 0.6706 -0.0645
H 5.7857 -3.5949 -2.1671 0.1298
H 4.7358 -4.9114 -1.7805 0.1205
H 6.7637 -4.2349 0.0433 0.1203
H 5.2347 -4.8887 0.5772 0.1155
H 6.1910 -2.0566 0.2885 0.1151
H 5.3703 -2.7574 1.7584 0.1291
O -0.2117 7.5507 -1.1497 0.1385
C -0.9302 6.6085 -1.0374 -0.4980
O -0.5612 5.3243 -1.2786 0.0521
C -1.6680 4.4874 -1.0553 -0.1958
C -2.8981 5.3874 -1.1485 -0.1482
C -2.3439 6.6730 -0.5583 -0.0747
H -1.7737 4.0632 -0.0568 0.1092
H -1.8084 3.6332 -1.7176 0.0967
H -3.7480 4.9190 -0.6522 0.0972
H -3.2117 5.6365 -2.1623 0.1180
H -2.3298 6.7675 0.5275 0.1372
H -2.8360 7.5544 -0.9695 0.1302
O 0.3509 1.8568 -5.0702 0.0921
C -0.7573 1.9807 -4.5540 -0.4849
O -1.2140 1.0441 -3.7771 0.0266
C -2.5713 1.2229 -3.4031 -0.1458
C -3.1038 2.4270 -4.1731 -0.1246
C -1.7913 3.1068 -4.6691 -0.0381
H -2.6045 1.4780 -2.3439 0.0993
H -3.1023 0.2899 -3.5920 0.1327
H -3.6952 3.0385 -3.4917 0.1014
H -3.7407 2.1239 -5.0041 0.1131
H -1.4577 3.9564 -4.0733 0.1162
H -1.8409 3.3402 -5.7327 0.1244
O -0.9602 -2.0523 -3.1229 0.0753
C -1.2981 -2.4802 -4.2238 -0.4336
O -2.4987 -3.1101 -4.4523 0.0205
C -2.5163 -3.6742 -5.7496 -0.1643
C -1.4682 -2.8653 -6.5231 -0.1401
C -0.4645 -2.4579 -5.4543 -0.0825
H -3.4775 -3.6796 -6.2635 0.1254
H -2.2303 -4.7171 -5.6128 0.1220
H -1.9210 -1.9416 -6.8834 0.1140
H -1.0399 -3.3222 -7.4152 0.1207
H -0.0235 -1.4799 -5.6469 0.1304
H 0.3535 -3.1731 -5.3683 0.1250
```



Formula: C52H80ClF22N3O19PSi
Source: the Open Molecules 2025 dataset
Level of theory: wB97M-V/def2-TZVPD

Multiplicity: 1
Total charge: +1
Molecular weight in u: 1563.7
LUMO in eV: -4.45

Structure (XYZ):
```
179
Properties=species:S:1:pos:R:3:lowdin_charge:R:1
C 1.8058 -2.1249 0.4539 0.1166
C 1.7574 -1.1276 -0.4213 -0.0698
C 1.3661 0.1676 -1.2741 -0.1204
C 0.4793 1.3109 -0.4716 -0.1918
C 1.5720 1.5356 0.7388 -0.0965
C 1.6712 2.8365 1.6036 -0.2716
O 0.6372 3.8354 1.6657 -0.1665
C -1.0315 0.7827 0.0237 -0.1745
C -1.1038 0.2589 1.5874 -0.1192
C -1.0110 1.2259 2.8100 -0.2422
O 0.1916 0.9405 3.6382 -0.2876
Si -0.1137 -0.2616 4.8496 0.4792
C 1.5762 -1.2106 5.0708 -0.1965
C -0.4657 0.4910 6.6149 -0.1898
C -1.3948 -1.6096 4.3878 -0.2001
C -1.5097 -0.6940 -0.5461 -0.1401
C -1.6322 -1.0063 -2.0863 -0.1567
N -1.0368 -2.3996 -2.3350 -0.1141
C -0.3006 -2.4611 -3.6351 -0.2237
C 0.7965 -3.6804 -3.4807 -0.0771
C -2.1240 -3.4034 -2.2385 -0.3534
C -2.7777 -3.7859 -0.7822 -0.0052
O -2.6563 -4.0151 -3.2420 0.0134
C -2.1005 1.8961 -0.4814 -0.3522
C -3.4285 1.5551 -1.3122 -0.1587
C -3.2905 1.7648 -2.9364 -0.1139
F -4.3048 0.9494 -3.6346 -0.1119
P -2.8714 3.1930 0.7351 0.7872
N -3.5559 4.4360 -0.0835 -0.3093
C -1.0763 2.9204 -1.2484 -0.1944
N 0.3477 2.3987 -1.5322 -0.4312
Cl 1.2313 3.9136 -1.3882 0.9942
C 0.4080 2.2483 -3.0024 -0.1456
C 1.8463 2.3133 -3.7691 -0.3086
O 2.3460 3.3867 -4.2746 0.0636
O 2.6167 1.1210 -4.1365 -0.0170
H 1.9128 -3.0333 1.1601 0.0808
H 2.3824 0.6051 -1.6520 0.1203
H 0.8794 -0.2489 -2.2197 0.0818
H 2.6441 1.3789 0.2867 0.1395
H 1.5450 0.6594 1.5163 0.1258
H 1.9139 2.5680 2.7199 0.1396
H 2.6354 3.4309 1.2877 0.1302
H 1.0811 4.7302 1.7133 0.1051
H -0.2160 -0.5012 1.6743 0.1196
H -2.0318 -0.4245 1.7837 0.1318
H -1.8877 0.9964 3.5594 0.1140
H -1.0409 2.3546 2.6980 0.0831
H 1.8771 -1.7408 4.0729 0.0300
H 2.4518 -0.4702 5.2797 0.0416
H 1.5141 -2.0327 5.8741 0.0561
H 0.4537 0.2897 7.3089 0.0531
H -1.3590 -0.0252 7.1422 0.0448
H -0.5613 1.6393 6.5564 0.0415
H -1.6278 -2.1977 5.3664 0.0646
H -2.3955 -1.1000 4.0866 0.0429
H -1.0301 -2.3721 3.6089 0.0475
H -2.5993 -0.9008 -0.1617 0.1197
H -0.8978 -1.5617 -0.0574 0.1091
H -2.7448 -1.1255 -2.4372 0.1414
H -1.1481 -0.3298 -2.8587 0.0831
H -0.9567 -2.6502 -4.5633 0.1254
H 0.3402 -1.5245 -3.8728 0.1053
H 0.4818 -4.4457 -2.6853 0.0649
H 1.0934 -4.1307 -4.4967 0.0866
H 1.7567 -3.1615 -3.0582 0.0720
H -1.9457 -3.6091 -0.0109 0.0742
H -3.1381 -4.8824 -0.8476 0.1018
H -3.7093 -3.1178 -0.6427 0.0892
H -3.8419 0.4772 -1.2050 0.1149
H -4.3616 2.2064 -1.0413 0.1107
H -3.5256 2.8683 -3.2002 0.1396
H -2.2745 1.4332 -3.3507 0.0898
H -1.8606 3.8857 1.5122 0.0287
H -3.7823 2.5378 1.6298 0.0347
H -4.5642 4.4294 0.2087 -0.0184
H -0.8237 3.6512 -0.3676 0.0669
H -1.5687 3.6603 -1.9670 0.1464
H -0.1203 3.1749 -3.4863 0.1624
H -0.1143 1.3517 -3.4905 0.1355
H 3.3870 1.0256 -3.5236 0.1168
C 5.0771 1.0510 -6.0883 -0.0668
C 6.2450 0.0824 -6.0517 -0.1999
O 5.9973 -1.0579 -6.8892 0.0195
C 6.1272 -0.8517 -8.2220 -0.3546
O 6.4299 0.2097 -8.7173 0.1642
C 5.8715 -2.1401 -8.9981 -0.5014
F 4.7304 -2.7596 -8.6135 0.1486
F 6.8701 -3.0380 -8.8294 0.1554
F 5.7624 -1.9361 -10.3278 0.1579
H 4.1493 0.5411 -5.8177 0.0633
H 5.2414 1.8826 -5.4002 0.0835
H 4.9299 1.4613 -7.0909 0.0839
H 6.3707 -0.2956 -5.0330 0.1231
H 7.1854 0.5675 -6.3319 0.1303
C 0.2521 -9.2294 -4.5908 -0.0607
C -0.3281 -9.0756 -3.1973 -0.1969
O 0.7114 -9.0478 -2.2040 0.0265
C 1.4082 -7.8928 -2.1098 -0.3534
O 1.2044 -6.9179 -2.7989 0.1411
C 2.4548 -7.9798 -1.0031 -0.4964
F 3.2027 -9.1043 -1.0821 0.1564
F 1.8903 -7.9821 0.2282 0.1431
F 3.3249 -6.9459 -1.0211 0.1474
H 0.8892 -10.1165 -4.6436 0.0867
H -0.5429 -9.3162 -5.3335 0.0856
H 0.8788 -8.3746 -4.8593 0.0741
H -0.9585 -9.9396 -2.9700 0.1296
H -0.9610 -8.1861 -3.1153 0.1267
C 1.0796 10.3669 2.5223 -0.0621
C 2.5474 10.1342 2.8278 -0.1854
O 2.7209 9.0142 3.7136 0.0341
C 2.5790 7.7921 3.1558 -0.3573
O 2.3206 7.6031 1.9861 0.1380
C 2.8179 6.6936 4.1866 -0.4966
F 2.1240 6.8922 5.3300 0.1613
F 4.1198 6.6061 4.5430 0.1616
F 2.4630 5.4688 3.7355 0.1368
H 0.5123 10.4882 3.4466 0.0676
H 0.9493 11.2566 1.9039 0.0853
H 0.6416 9.5158 1.9932 0.0778
H 2.9532 11.0094 3.3425 0.1312
H 3.1367 9.9967 1.9155 0.1284
C 1.3910 -10.1323 2.6654 -0.0689
C 1.2682 -11.6055 3.0069 -0.1988
O -0.0997 -11.9645 3.2619 0.0215
C -0.8920 -12.0855 2.1708 -0.3573
O -0.5135 -11.9102 1.0344 0.1561
C -2.3053 -12.4998 2.5694 -0.5014
F -2.8062 -11.7386 3.5707 0.1497
F -2.3529 -13.7812 3.0023 0.1560
F -3.1842 -12.4092 1.5481 0.1525
H 0.9495 -9.5187 3.4558 0.0854
H 2.4377 -9.8505 2.5373 0.0830
H 0.8567 -9.8904 1.7430 0.0630
H 1.8253 -11.8125 3.9248 0.1273
H 1.6925 -12.2419 2.2238 0.1295
C -4.6390 13.1230 6.2159 -0.0626
C -4.3733 13.1913 4.7235 -0.2016
O -3.0069 13.5502 4.4571 0.0231
C -2.0921 12.5702 4.6391 -0.3566
O -2.3624 11.4476 5.0033 0.1548
C -0.6909 13.0650 4.2940 -0.4956
F -0.3983 14.2485 4.8800 0.1594
F -0.5327 13.2502 2.9618 0.1493
F 0.2779 12.2031 4.6767 0.1321
H -4.3649 14.0663 6.6963 0.0862
H -5.6923 12.9153 6.4123 0.0846
H -4.0417 12.3411 6.6926 0.0753
H -4.9968 13.9724 4.2800 0.1276
H -4.6285 12.2529 4.2209 0.1272
C 6.4427 -4.6731 2.3684 -0.0609
C 6.9517 -3.3159 1.9198 -0.2013
O 6.0205 -2.2749 2.2619 0.0114
C 5.9982 -1.9066 3.5650 -0.3562
O 6.6989 -2.3962 4.4204 0.1694
C 4.9978 -0.7774 3.7926 -0.4930
F 3.7870 -1.0358 3.2388 0.1042
F 5.4212 0.3914 3.2554 0.1524
F 4.7722 -0.5337 5.1008 0.1486
H 5.4485 -4.8643 1.9547 0.0793
H 7.1210 -5.4659 2.0483 0.0865
H 6.3467 -4.7240 3.4564 0.0772
H 7.0484 -3.3072 0.8306 0.1259
H 7.9416 -3.0956 2.3316 0.1301
C -7.0808 -1.0633 -3.3281 -0.0591
C -7.3636 0.3552 -3.7870 -0.2129
O -8.5209 0.4017 -4.6369 0.0237
C -9.7175 0.2968 -4.0116 -0.3554
O -9.8486 0.1698 -2.8150 0.1569
C -10.8641 0.3922 -5.0136 -0.5015
F -10.6911 -0.4245 -6.0790 0.1526
F -10.9988 1.6447 -5.5093 0.1537
F -12.0577 0.0647 -4.4746 0.1562
H -6.9812 -1.7306 -4.1885 0.0898
H -6.1636 -1.1033 -2.7372 0.0639
H -7.8983 -1.4561 -2.7175 0.0772
H -6.5207 0.7180 -4.3806 0.1067
H -7.4799 1.0414 -2.9417 0.1262
```



| no. | total energy (Ha) | highest occupied orbital energy (eV) |
| --- | --- | --- |
| 1 | -3984.54617 | -9.7 |
| 2 | -6910.67122 | -11.4 |